(1)
This record from the OMol25 dataset describes a structure of composition C15H27N2O7P2STaTe at a distorted geometry. The level of theory is the ωB97M-V functional and the def2-TZVPD basis.

Values from the calculation:
- Frontier orbital gap (alpha / beta): 0.21260 / 0.21247 Ha
- Net charge: +2
- Spin multiplicity: 1

```
56
Properties=species:S:1:pos:R:3:forces:R:3:lowdin_charge:R:1
C -4.5981 -3.9768 2.6371 -0.02 0.10 0.08 0.01
C -3.3713 -3.3969 -1.4484 -0.01 0.06 0.02 -0.07
Te -3.1107 -0.6515 0.4163 -0.67 0.42 -0.16 1.35
C 0.0266 2.5127 -0.0808 -0.09 0.06 0.10 -0.17
C -4.6746 -5.0257 1.7291 0.00 -0.12 0.01 -0.24
H 2.7379 -0.4892 -1.8855 0.00 -0.04 -0.02 0.11
C -1.7740 0.4664 -2.4053 -0.15 0.22 0.02 -0.45
P 1.8623 -1.0375 1.4482 -0.03 -0.43 0.08 0.31
H -2.2917 -3.2717 -1.5527 0.05 0.00 0.01 0.05
P -0.0489 -2.9405 2.0937 0.26 -0.13 0.27 0.33
H -5.2262 -6.4821 3.2202 0.01 0.00 -0.01 0.08
H -6.2707 -6.4511 1.8033 0.01 0.01 0.00 0.10
H 3.6299 -0.5902 2.6879 0.02 0.01 0.03 0.15
O 3.2979 -0.6305 1.7769 0.05 0.02 0.12 0.02
H -4.9304 -4.1308 3.6584 0.01 -0.01 -0.04 0.13
H -4.6772 -7.1820 1.6897 0.01 0.01 0.00 0.09
H -0.4518 3.4906 -0.1749 -0.02 0.01 0.08 0.14
H 0.5421 2.3661 -2.1554 0.09 0.02 -0.01 0.12
H -3.0913 -1.1781 3.3819 -0.06 -0.04 0.02 0.05
Ta -0.5170 -0.9954 0.5392 -1.93 3.12 -2.76 1.45
O 0.7397 0.0283 1.7436 1.01 -0.74 0.19 -0.34
O -0.3242 -2.9927 0.5493 0.33 -0.34 0.93 -0.34
C -4.1309 -2.7176 2.2710 -0.04 -0.27 0.10 -0.32
H -4.3222 -5.6173 -0.2995 0.01 0.01 0.03 0.13
H 2.4926 1.1648 -0.4105 0.00 -0.03 -0.01 0.12
H 0.4771 0.5181 -3.6442 0.04 -0.02 -0.05 0.08
C -3.7782 -3.5745 -0.0113 -0.17 -0.21 0.13 -0.31
H 2.6604 0.9343 -2.9144 0.02 0.01 0.00 0.14
O 1.4907 -2.3936 2.3192 -0.35 0.18 -0.21 -0.20
N 1.6865 1.0488 -1.0136 0.21 0.04 0.15 -0.10
H -4.7718 -0.7866 3.0058 -0.03 -0.03 0.00 0.08
H -3.8553 -2.5272 -1.9019 -0.01 0.01 0.03 0.07
H -3.6551 -4.2667 -2.0372 0.00 0.00 0.02 0.09
S -0.5817 -0.8308 -2.0726 0.29 -0.53 0.13 0.88
H -1.5274 2.5454 -1.8846 0.00 0.02 0.04 0.12
H -1.6660 1.6783 0.6339 0.04 0.10 0.02 0.06
H 0.5029 2.4620 0.8976 0.01 -0.05 0.00 0.12
H -4.4040 -1.9561 4.2635 -0.01 -0.02 -0.02 0.09
H -2.8802 1.7679 -1.1160 -0.04 0.06 -0.02 0.09
C 0.9020 -0.2312 -2.9789 0.09 -0.04 -0.04 -0.34
H 0.4513 -4.9237 2.9237 0.02 -0.04 0.00 0.15
O 1.5855 -1.4266 0.0156 0.65 0.06 0.75 -0.33
H 1.2198 -1.0684 -3.5974 -0.02 -0.01 -0.01 0.10
C -5.2356 -6.3610 2.1386 0.03 0.07 -0.03 -0.03
H -2.7320 -0.0433 -2.4666 -0.01 -0.03 0.01 0.05
N -1.0399 1.4594 -0.1370 0.27 -0.28 -0.06 -0.21
O -0.2203 -4.2250 2.8899 0.03 -0.11 0.05 0.04
C 1.0438 2.3372 -1.1845 -0.10 -0.12 -0.14 -0.18
C -4.2546 -4.8076 0.4193 -0.02 0.00 -0.07 0.01
O -0.9513 -1.7780 2.4750 0.57 -0.77 0.04 -0.35
C -4.0950 -1.5995 3.2830 0.01 -0.03 -0.08 -0.09
H -1.5515 0.8244 -3.4094 -0.03 0.06 0.02 0.09
C -1.8380 1.6271 -1.3911 -0.06 -0.02 -0.03 -0.29
H 1.7487 3.1723 -1.1769 -0.05 0.06 0.00 0.14
C -3.7280 -2.5560 0.9429 -0.04 -0.29 0.27 -0.51
C 2.0923 0.3244 -2.2012 -0.18 0.01 0.02 -0.25
```
Forces are in eV/Å.

---

(2)
This record from the OMol25 dataset describes a structure of composition C11H41CaN8O10 at a distorted geometry. The level of theory is the ωB97M-V functional and the def2-TZVPD basis.

Values from the calculation:
- Energy relative to the best compared isomer or geometry (same formula, charge and spin): 3.882 eV
- Frontier orbital gap: 0.24585 Ha
- Net charge: +1
- Spin multiplicity: 1

```
71
Properties=species:S:1:pos:R:3:forces:R:3:lowdin_charge:R:1
H -1.7454 1.1546 0.4199 -0.13 0.22 0.39 0.07
H -3.9769 2.7643 -0.1624 -0.29 -0.18 -0.10 0.07
C 1.5388 2.9238 -1.6141 1.27 0.57 0.93 -0.63
H 2.8311 -0.0222 0.3817 -0.75 0.16 -0.32 0.04
H -1.4603 -0.8393 4.4468 0.17 0.24 -0.19 0.12
O 4.4253 -2.9393 -0.5522 -0.42 0.22 -0.18 -0.09
H 0.4179 -0.9009 0.0281 0.65 0.70 -0.39 0.09
N 1.2807 3.6388 -0.4940 -1.28 0.23 -0.64 0.19
C -0.7886 0.7605 0.7928 -0.38 1.84 -1.00 -0.09
Ca -1.2644 1.7366 -3.0266 1.96 -2.10 0.61 1.61
H 0.4279 4.1747 -0.5252 0.10 0.08 0.23 0.12
N -0.7620 -2.9852 -2.6583 1.06 -0.47 -0.69 0.16
H 3.0677 0.6561 -5.4595 0.22 0.18 -0.67 0.12
N 2.0926 0.5629 -5.6619 -1.49 0.00 0.15 0.20
H 2.0174 0.1017 1.9164 0.02 0.47 0.38 0.07
H 1.8289 -2.4189 3.5096 -1.09 0.37 0.04 0.09
O 0.7384 2.8221 -2.5661 -1.02 -0.17 0.14 -0.15
O -0.6865 -0.0507 -1.5579 0.01 1.72 -0.28 -0.46
H -3.0883 3.3109 1.9568 0.03 0.44 0.33 0.02
O -3.6719 -1.8793 4.2691 0.58 0.17 -0.62 0.04
H -5.6101 1.1603 1.4275 -0.22 0.62 -0.38 0.10
C -2.0869 -3.2608 -2.5935 -0.56 -2.24 0.92 -0.69
H -1.1756 -1.1530 0.1055 -0.40 0.00 -0.17 0.08
H 3.9822 -3.0647 0.3008 0.19 0.00 0.15 0.05
H 1.0985 -3.5069 2.3178 0.28 -0.26 -0.13 0.09
H 1.3517 -0.1643 -2.6423 0.02 -0.22 0.00 0.08
C -0.4973 -0.3339 -0.1986 -0.35 -2.02 0.49 -0.44
O -4.2567 2.7084 0.7505 -0.53 0.12 -0.02 -0.12
H 2.9461 1.7436 -2.4218 -0.05 0.04 -0.02 0.09
C -4.5832 1.3724 1.1357 1.16 -0.61 0.37 -0.12
H -1.8059 3.4462 4.4852 -0.69 -0.19 0.24 0.08
H -1.3649 -0.3535 2.7605 -0.08 -0.44 0.67 0.02
H 2.7078 -1.8119 -0.9104 -0.11 0.00 -0.12 0.06
H -2.2828 -1.6280 -1.4159 -0.25 0.21 -0.04 0.04
C 3.7526 -1.8939 -1.2167 0.60 0.05 -0.14 -0.19
N -3.3752 -1.5943 2.0340 -0.56 -0.33 0.47 0.16
C 1.7708 -2.6569 2.4462 0.62 -0.72 1.89 -0.12
O 3.9916 0.7744 1.7803 -0.50 -0.12 0.79 -0.10
H -1.0482 2.6375 3.2208 -0.17 -0.41 -0.22 0.06
H 1.9290 3.8708 0.2357 0.25 -0.16 -0.12 0.12
H -3.9697 1.1661 2.0147 -0.13 -0.13 0.09 0.06
O 0.0388 0.5127 -4.6483 -0.58 0.79 0.17 -0.11
C -2.9782 -1.5015 3.3345 -0.50 -0.01 0.72 -0.68
H -3.7779 -2.5086 -1.7303 0.10 -0.08 0.02 0.11
H 3.5782 -3.3936 2.9066 -0.31 -0.02 0.18 0.09
C -2.0595 2.9077 3.5707 1.09 0.47 -0.31 -0.17
C 1.2703 0.3629 -4.6153 1.11 -0.50 1.25 -0.63
H -4.3588 -1.8059 1.9628 0.19 0.03 -0.59 0.12
H 2.3078 1.6133 0.9087 -0.59 -0.11 0.18 0.04
H 4.4867 1.4833 1.3656 -0.16 0.03 -0.09 0.06
H 3.8240 -2.0357 -2.2979 -0.22 -0.46 -0.04 0.07
C 2.6635 0.6398 1.2331 2.03 -0.33 -0.70 -0.14
N 1.9203 -0.0220 -3.4712 -0.75 0.46 -0.38 0.17
H 4.2569 -0.9299 -1.0687 -0.05 0.14 0.41 0.07
O -2.5623 -4.3372 -2.9645 0.42 1.25 -0.26 0.02
H -2.6587 2.0080 3.7157 0.03 0.07 0.39 0.07
N 2.7572 2.3715 -1.6586 0.13 -0.47 -0.74 0.21
H -2.8235 -1.1625 1.3235 -0.22 -0.03 -0.44 0.05
N -2.7892 -2.3808 -1.8470 -0.55 1.09 -0.07 0.16
H 1.3221 -1.8384 1.8917 0.70 0.17 -0.28 0.04
H -4.2530 0.6494 0.3867 -0.23 0.03 -0.13 0.07
N -1.7394 -0.9408 3.4834 0.15 -0.38 0.67 0.16
H 3.4623 2.4651 -0.9523 -0.16 0.13 0.16 0.11
H -0.9257 0.5756 1.8512 0.33 -0.18 -0.50 0.03
O 3.1553 -2.9280 2.1835 -0.27 0.33 -1.85 -0.12
H -0.2095 -3.7884 -2.9131 0.09 0.27 -0.17 0.11
O -2.6556 3.8161 2.6706 -0.11 -0.20 -0.26 -0.13
H -0.3159 -2.1027 -2.4711 -0.39 0.09 0.15 0.06
H 2.8788 -0.3129 -3.5236 -0.02 -0.35 0.21 0.10
H 1.5984 0.9364 -6.4584 0.78 0.05 -0.31 0.13
H -0.1097 1.6182 0.7730 0.22 -0.14 -0.24 0.06
```
Forces are in eV/Å.

---

(3)
This record from the OMol25 dataset describes an isolated molecule of C26H23FN4O3. The level of theory is the ωB97M-V functional and the def2-TZVPD basis.

Values from the calculation:
- Energy relative to the best compared isomer or geometry (same formula, charge and spin): 0.076 eV
- SMILES string: O=C(c1ccc(Cn2c(=O)[nH]c3ccccc3c2=O)cc1)N1CCN(c2ccc(F)cc2)CC1
- Frontier orbital gap: 0.29391 Ha
- Net charge: 0
- Spin multiplicity: 1

```
57
Properties=species:S:1:pos:R:3:forces:R:3:lowdin_charge:R:1
H -2.6902 -0.2777 -2.6227 0.15 0.07 -0.10 0.13
C -1.4399 3.8806 -3.6066 -0.10 0.39 0.08 -0.06
C -2.6424 5.7451 -2.6499 -0.02 -0.04 0.03 -0.02
C -2.9614 2.1161 -2.0026 -0.20 0.35 0.04 -0.46
H -2.6724 -2.0331 3.7802 -0.12 0.00 0.01 0.12
C 1.1450 -1.7990 4.2428 0.01 -0.18 -0.18 -0.01
C 3.6349 -2.6780 2.1869 0.16 0.19 0.18 -0.11
C -1.0540 -1.0179 4.7365 0.12 -0.04 -0.01 -0.29
H -1.2018 -3.6020 2.6054 -0.02 -0.08 -0.04 0.11
H 0.7185 -0.1800 5.5796 0.02 0.09 0.07 0.12
H -2.0426 -0.2549 -0.2304 -0.11 0.00 0.02 0.11
C 0.6526 -0.2236 -2.2645 -0.01 -0.04 -0.01 -0.02
C -0.9312 6.1246 -4.3014 0.10 0.02 -0.10 -0.08
N 1.4324 -3.6791 2.7033 0.19 -0.30 -0.03 -0.10
C -0.7633 -2.8407 3.2316 0.11 0.03 0.00 -0.03
H 0.0456 4.3602 -5.0510 0.06 -0.04 -0.05 0.12
O -3.6385 1.3853 -1.3168 -0.13 -0.23 0.20 0.09
H 2.6716 -0.5706 -1.6418 0.11 -0.02 -0.04 0.12
H -1.4319 -0.0571 -3.8858 -0.11 0.02 0.16 0.13
H 3.8316 -1.7869 2.7855 0.03 -0.16 -0.06 0.11
O 2.7627 -0.1164 1.7720 -0.07 0.25 0.11 0.08
C 0.6286 -2.7631 3.3720 -0.26 0.13 0.29 -0.24
H -2.0809 7.6713 -3.3633 -0.03 0.09 0.02 0.11
C 2.3486 -0.9847 1.0295 0.09 0.03 -0.14 -0.42
C 2.8492 -3.7537 2.9764 -0.03 -0.01 -0.02 -0.13
F -1.8726 -0.1630 5.3941 0.05 -0.05 -0.04 0.04
C -1.1929 2.4386 -3.6923 -0.04 0.10 -0.06 -0.35
O -0.3714 1.9345 -4.4278 0.09 0.01 -0.03 0.09
C 0.3116 -0.9310 4.9215 -0.41 0.10 0.07 0.00
H -0.3603 6.8118 -4.9058 0.06 0.05 -0.06 0.10
C -1.7463 0.2089 -2.8748 -0.01 -0.25 -0.04 -0.07
N -1.9855 1.6532 -2.8645 -0.02 -0.19 -0.16 0.09
C -2.4152 4.3726 -2.7339 0.45 0.05 -0.44 -0.18
H 4.5878 -3.0801 1.8270 -0.03 0.02 0.06 0.12
H 0.1572 -3.6327 1.0571 0.05 -0.04 0.01 0.10
C -0.7010 4.7688 -4.3877 -0.11 -0.08 0.11 0.00
C 2.2015 -3.3691 0.3856 -0.23 -0.17 -0.09 -0.11
C -0.0281 -0.6149 0.3938 0.16 -0.02 0.03 0.00
N -3.1332 3.4760 -1.9802 -0.26 0.10 0.26 0.18
C -1.6021 -1.9715 3.8991 0.02 0.25 0.13 -0.01
H -0.2861 -0.7509 1.4339 -0.03 -0.01 0.12 0.11
H 1.7367 -3.0341 -0.5409 0.09 -0.13 0.05 0.12
H 2.2065 -1.6951 4.3880 0.14 0.01 -0.05 0.10
C -1.9024 6.6087 -3.4308 -0.04 -0.12 0.05 -0.07
C 1.6370 -0.5116 -1.3364 0.03 -0.03 0.16 -0.02
C 1.1431 -4.0104 1.3224 0.03 -0.15 -0.16 -0.12
H 2.9884 -4.0892 0.1406 -0.06 0.04 -0.05 0.13
H -3.8416 3.8161 -1.3436 0.11 -0.20 -0.09 0.17
N 2.8246 -2.2586 1.0624 0.25 -0.13 -0.03 -0.04
C 1.2994 -0.7168 -0.0041 -0.15 0.27 -0.06 -0.15
H 0.9151 -0.0469 -3.2965 0.01 0.02 -0.11 0.11
H 3.0221 -3.6637 4.0484 0.06 -0.05 -0.04 0.12
C -0.6781 -0.1452 -1.8738 -0.03 -0.05 -0.05 -0.19
H 1.1468 -5.1001 1.1984 -0.08 0.06 -0.10 0.12
H 3.1752 -4.7526 2.6677 0.03 0.04 0.09 0.12
H -3.3960 6.1199 -1.9733 -0.08 0.05 0.07 0.11
C -1.0110 -0.3366 -0.5384 0.00 -0.05 -0.03 -0.01
```
Forces are in eV/Å.